one:
The molecule C24H31N3O3S. Source: the Open Molecules 2025 dataset; level of theory: ωB97M-V/def2-TZVPD.

Values from the calculation:
Orbital gap, eV: 9.3
E_LUMO, eV: 0.400

```
! RIJCOSX wB97M-V def2-TZVPD def2/J DEFGRID3
* xyz 0 1
O 2.8035 -0.8139 -2.3445
C 1.8745 -0.7364 -1.5693
N 1.0577 -1.8041 -1.2860
C -0.1762 -1.5952 -0.6647
N -0.8140 -0.4853 -1.0213
C -1.9957 -0.2284 -0.4961
C -2.6232 -1.0653 0.4120
C -1.9542 -2.2167 0.7998
C -0.7105 -2.4916 0.2621
H -0.1624 -3.3672 0.5670
H -2.3942 -2.8923 1.5190
H -3.5988 -0.8265 0.8036
H -2.4604 0.6867 -0.8367
C 1.3966 -3.0826 -1.9156
C 0.1836 -3.8058 -2.4928
C 0.6549 -5.0322 -3.2712
C 1.4557 -5.9637 -2.3656
C 2.6518 -5.2310 -1.7642
C 2.1901 -4.0023 -0.9846
H 1.5749 -4.3232 -0.1421
H 3.0515 -3.4598 -0.5906
H 3.2056 -5.9002 -1.1032
H 3.3250 -4.9167 -2.5640
H 0.8118 -6.3300 -1.5623
H 1.8002 -6.8279 -2.9362
H -0.2081 -5.5608 -3.6805
H 1.2805 -4.7130 -4.1070
H -0.4899 -4.1254 -1.6952
H -0.3691 -3.1289 -3.1480
H 2.0600 -2.8059 -2.7454
C 1.6170 0.5073 -0.7835
C 1.5320 1.7275 -1.4457
C 1.3989 2.8989 -0.7219
C 1.3858 2.8466 0.6586
C 1.4987 1.6449 1.3306
C 1.6104 0.4697 0.6089
H 1.7099 -0.4749 1.1240
H 1.5218 1.6512 2.4089
S 1.2134 4.3652 1.5981
O 1.5447 5.4550 0.7253
O 1.9179 4.2229 2.8388
N -0.3974 4.4480 1.9461
C -1.3094 4.9138 0.9385
H -0.7040 5.4193 0.1843
C -2.1349 3.7965 0.2965
H -1.4763 3.1445 -0.2822
C -2.8919 2.9541 1.3240
H -3.6102 2.3289 0.7883
C -1.9620 2.0493 2.1370
C -1.4068 2.6817 3.4154
H -0.5942 2.0494 3.7767
C -0.8982 4.1257 3.2527
H -1.7033 4.8314 3.4841
H -0.0802 4.3013 3.9537
H -2.1825 2.6875 4.1841
H -1.1336 1.7364 1.4974
H -2.5002 1.1436 2.4275
H -3.4603 3.6041 1.9916
H -2.8452 4.2574 -0.3935
H -1.9847 5.6530 1.3880
H 1.3338 3.8608 -1.2053
H 1.5696 1.7448 -2.5236
*
```

two:
The molecule C24H31N3O3S. Source: the Open Molecules 2025 dataset; level of theory: ωB97M-V/def2-TZVPD.

Values from the calculation:
Orbital gap, eV: 8.3
E_LUMO, eV: 0.609

```
! RIJCOSX wB97M-V def2-TZVPD def2/J DEFGRID3
* xyz 0 1
C -4.9731 -1.0339 -0.6382
C -3.5933 -1.6594 -0.7520
N -2.8044 -1.3169 0.4108
C -1.6224 -1.9220 0.6697
N -0.8797 -1.4461 1.6989
C -1.3215 -0.3646 2.5532
H -2.4020 -0.4451 2.7139
H -0.8363 -0.5080 3.5227
C -0.9662 1.0524 2.0515
C -1.7935 1.5167 0.8976
C -3.0301 2.1094 0.9402
N -3.4577 2.3642 -0.3431
C -2.5016 1.9563 -1.2321
C -2.4805 1.9935 -2.6193
C -1.3663 1.4837 -3.2518
C -0.2975 0.9527 -2.5250
C -0.3149 0.9106 -1.1492
C -1.4312 1.4137 -0.4846
H 0.5117 0.4938 -0.5955
H 0.5587 0.5683 -3.0595
H -1.3162 1.4942 -4.3305
H -3.3070 2.4056 -3.1797
H -4.3130 2.8381 -0.5793
C -3.8983 2.4509 2.0993
H -4.7626 1.7859 2.1473
H -4.2661 3.4732 2.0140
H -3.3428 2.3572 3.0280
H -1.0959 1.7381 2.8926
H 0.0856 1.0642 1.7644
C 0.4142 -2.0436 1.9978
C 1.5384 -1.3071 1.3150
C 2.2305 -0.2985 1.9529
C 3.2041 0.4509 1.2856
C 3.4849 0.1759 -0.0564
C 2.8129 -0.8928 -0.6863
C 1.8484 -1.6155 -0.0031
H 1.3140 -2.4162 -0.4841
O 3.1632 -1.1450 -1.9796
C 2.5255 -2.2094 -2.6474
H 2.7264 -3.1665 -2.1581
H 1.4437 -2.0571 -2.7102
H 2.9505 -2.2203 -3.6503
O 4.4370 0.9104 -0.7431
C 3.9715 1.6037 -1.8841
H 3.7034 0.9198 -2.6914
H 3.1054 2.2300 -1.6399
H 4.8002 2.2351 -2.2018
O 3.7760 1.4083 2.0675
C 4.8389 2.2073 1.5977
H 4.5074 2.9111 0.8300
H 5.6557 1.6014 1.2027
H 5.1806 2.7638 2.4712
H 2.0407 -0.0516 2.9860
H 0.5562 -2.0380 3.0810
H 0.3845 -3.0778 1.6449
S -1.1688 -3.2545 -0.2137
H -2.9114 -0.3598 0.7184
H -3.6664 -2.7485 -0.8002
H -3.0934 -1.3148 -1.6683
H -5.4667 -1.3684 0.2713
H -4.8984 0.0515 -0.6198
H -5.5812 -1.3230 -1.4904
*
```

The energy of each structure relative to the most stable one, in kcal/mol, is as follows: one 0.0; two 19.6.

one:
A 2-piece molecular cluster, O2S2 overall. Source: the Open Molecules 2025 dataset; level of theory: ωB97M-V/def2-TZVPD.

Values from the calculation:
Orbital gap, eV: 5.6
E_LUMO, eV: -2.767

```
! RIJCOSX wB97M-V def2-TZVPD def2/J DEFGRID3
* xyz 0 1
O -0.8321 0.0155 0.4902
O 1.6564 1.0039 -0.0648
S -2.1819 -0.0195 -0.1604
S 1.7697 -0.4902 -0.0522
*
```

two:
The molecule O2S2. Source: the Open Molecules 2025 dataset; level of theory: ωB97M-V/def2-TZVPD.

Values from the calculation:
Orbital gap (spin up / spin down), eV: 7.9 / 7.9
E_LUMO (spin up / spin down), eV: -1.842 / -1.750

```
! RIJCOSX wB97M-V def2-TZVPD def2/J DEFGRID3
* xyz 0 1
O 0.5949 1.6752 1.4422
O -0.6118 -1.6824 -1.3658
S -0.1894 -0.8620 -0.2271
S 0.1116 1.4061 0.0620
*
```

The energy of each structure relative to the most stable one, in kcal/mol, is as follows: one 55.4; two 0.0.

one:
An isolated ion of composition C4H10N3S and charge +1. Source: the Open Molecules 2025 dataset; level of theory: ωB97M-V/def2-TZVPD.

Values from the calculation:
Orbital gap, eV: 9.4
E_LUMO, eV: -4.072

```
! RIJCOSX wB97M-V def2-TZVPD def2/J DEFGRID3
* xyz 1 1
C 0.0901 0.5534 -0.1167
C -0.6893 -0.7057 0.2467
C 1.4055 0.2798 0.5858
C -1.2358 -1.5918 -0.8112
N 0.2453 -1.5755 0.9447
N 1.3265 -1.0540 1.0506
N -0.7912 1.7768 0.1431
S 2.8701 0.6962 -0.4577
H 0.5402 0.7434 -1.1279
H -1.4050 -0.3709 1.1247
H 1.3788 0.7842 1.5510
H -0.6673 -1.4356 -1.8214
H -2.2254 -1.2829 -1.0656
H -1.2441 -2.6205 -0.5976
H -1.0723 1.8123 1.1791
H -1.6503 1.7389 -0.3615
H -0.3311 2.6984 -0.0260
H 3.4553 -0.4466 -0.4401
*
```

two:
An isolated ion of composition C4H10N3S and charge +1. Source: the Open Molecules 2025 dataset; level of theory: ωB97M-V/def2-TZVPD.

Values from the calculation:
Orbital gap, eV: 10.0
E_LUMO, eV: -3.589

```
! RIJCOSX wB97M-V def2-TZVPD def2/J DEFGRID3
* xyz 1 1
C -0.5715 0.9651 -0.3199
C -0.4432 -0.5369 0.4726
C -0.3364 2.1113 0.6533
C 1.8075 -1.2766 -0.3535
N -1.8903 1.0078 -0.8225
N -2.6957 0.1743 -0.5027
N 0.3506 -1.5269 -0.3212
S -2.1849 -1.0733 0.5174
H 0.1355 1.0129 -1.1497
H -0.0056 -0.4253 1.4608
H -1.0278 2.0616 1.4908
H -0.5029 3.0509 0.1332
H 0.6836 2.0976 1.0264
H 2.0039 -0.2709 -0.7206
H 2.2234 -1.3735 0.6475
H 2.2986 -1.9930 -1.0091
H 0.1757 -2.4586 0.0789
H -0.0203 -1.5466 -1.2817
*
```

The energy of each structure relative to the most stable one, in kcal/mol, is as follows: one 26.9; two 0.0.

one:
A 2-piece molecular cluster, C3H3Br3O overall. Source: the Open Molecules 2025 dataset; level of theory: ωB97M-V/def2-TZVPD.

Values from the calculation:
Orbital gap (spin up / spin down), eV: 9.2 / 6.0
E_LUMO (spin up / spin down), eV: -0.723 / -2.864

```
! RIJCOSX wB97M-V def2-TZVPD def2/J DEFGRID3
* xyz 0 1
C -1.2849 -0.8987 0.0653
C 1.8383 0.2086 -0.6553
C -1.2347 0.2544 0.8174
O -1.8303 -1.2664 -0.9495
Br -0.3732 -2.3762 1.3056
Br 1.4181 1.8688 -1.3843
Br -1.5721 1.9591 0.1336
H 1.3993 -0.5489 -1.2234
H 2.2141 0.5174 0.2857
H -0.5746 0.2820 1.6049
*
```

two:
C3H3Br3O as an isolated structure. Source: the Open Molecules 2025 dataset; level of theory: ωB97M-V/def2-TZVPD.

Values from the calculation:
Orbital gap, eV: 9.7
E_LUMO, eV: -0.194

```
! RIJCOSX wB97M-V def2-TZVPD def2/J DEFGRID3
* xyz 0 1
C -0.0292 1.4815 -0.4523
C 0.3490 0.0745 -0.7290
C -0.2988 -0.8756 0.7360
O -1.1705 1.8855 -0.5153
Br 2.1965 -0.1058 -0.6343
Br 0.1179 -2.6937 0.4316
Br -2.1597 -0.6133 0.8700
H 0.8892 1.9996 0.0440
H -0.0552 -0.6215 -1.5246
H 0.1606 -0.5313 1.7740
*
```

The energy of each structure relative to the most stable one, in kcal/mol, is as follows: one 51.5; two 0.0.

one:
The molecule C10H16N4S. Source: the Open Molecules 2025 dataset; level of theory: ωB97M-V/def2-TZVPD.

Values from the calculation:
Orbital gap, eV: 9.4
E_LUMO, eV: 0.462

```
! RIJCOSX wB97M-V def2-TZVPD def2/J DEFGRID3
* xyz 0 1
C 4.4618 -1.4691 -0.0756
C 3.8043 -0.5995 -1.1331
C 2.5596 1.3421 -0.2506
C 1.3242 1.8029 0.5102
C -0.8120 -0.0893 0.2613
C -2.2854 -0.2398 -0.0006
C -3.1472 0.8430 0.1822
C -4.5054 0.6748 0.0859
C -5.0103 -0.6410 -0.0948
C -2.8662 -1.4923 -0.1115
H 4.0144 -0.5218 1.7559
H 5.5849 -1.1154 1.5878
H 3.7568 -2.2736 0.1690
H 5.4087 -1.8664 -0.4294
H 4.5581 0.1045 -1.4199
H 3.4893 -1.2646 -1.9582
H 1.8533 -0.1948 -1.2997
H 2.7050 1.8915 -1.1737
H 3.4394 1.5217 0.3535
H 1.3038 1.3208 1.4706
H 1.4178 2.8754 0.7220
H 0.8684 -0.8474 0.6257
H -2.7102 1.7859 0.4397
H -5.1629 1.5072 0.1659
H -6.1114 -0.8614 -0.0154
H -2.2798 -2.4314 -0.0792
N 4.8193 -0.6458 1.0896
N 2.5790 -0.0753 -0.5894
N -0.1477 -1.1115 0.6716
N -4.2230 -1.6917 -0.1722
S -0.2793 1.5156 -0.2595
*
```

two:
The molecule C10H16N4S. Source: the Open Molecules 2025 dataset; level of theory: ωB97M-V/def2-TZVPD.

Values from the calculation:
Orbital gap, eV: 7.3
E_LUMO, eV: 0.550

```
! RIJCOSX wB97M-V def2-TZVPD def2/J DEFGRID3
* xyz 0 1
C -1.2634 -0.5566 -3.4805
C -0.0867 0.1524 -3.4160
C -1.9011 -1.0000 -2.3313
C 0.4563 0.4788 -2.1976
C -1.2981 -0.7487 -1.1367
C -0.1474 0.0785 -1.0390
C 0.8498 2.5181 0.5950
C 0.1952 1.0783 2.5078
C 2.2906 0.4660 1.2491
C 0.8667 1.1090 1.1178
N -1.7365 -1.0261 0.1205
N 0.0365 0.2915 0.3174
N -0.8617 -0.6070 1.0639
N -1.0071 -3.3195 1.3372
S 0.2604 -2.2060 1.5703
H -1.7986 -0.5436 -4.4629
H 0.4259 0.5019 -4.4367
H -2.8906 -1.4721 -2.4775
H 1.3165 1.1609 -2.2210
H -0.1648 2.9928 0.8180
H 1.6440 3.2644 1.0498
H 0.9025 2.5849 -0.5060
H 0.2469 0.0870 2.8989
H -0.9802 1.3050 2.5977
H 0.7131 1.9123 3.2059
H 2.7646 1.0077 2.2337
H 2.3088 -0.7048 1.4029
H 3.0030 0.7284 0.4385
H -2.2669 -1.7869 0.3524
H -0.7156 -4.0155 0.6833
H -1.1622 -3.7311 2.1451
*
```

The energy of each structure relative to the most stable one, in kcal/mol, is as follows: one 0.0; two 80.5.

one:
The molecule ClH2NO. Source: the Open Molecules 2025 dataset; level of theory: ωB97M-V/def2-TZVPD.

Values from the calculation:
Orbital gap, eV: 9.6
E_LUMO, eV: -0.400

```
! RIJCOSX wB97M-V def2-TZVPD def2/J DEFGRID3
* xyz 0 1
N -0.4012 0.0248 0.0067
O -1.5198 -0.7945 -0.0229
Cl -3.0262 0.1713 0.0162
H -0.3672 0.8498 0.6267
H -0.0576 0.2657 -0.9100
*
```

two:
A 2-piece molecular cluster, ClH2NO overall. Source: the Open Molecules 2025 dataset; level of theory: ωB97M-V/def2-TZVPD.

Values from the calculation:
Orbital gap (spin up / spin down), eV: 7.8 / 7.8
E_LUMO (spin up / spin down), eV: -2.142 / -2.154

```
! RIJCOSX wB97M-V def2-TZVPD def2/J DEFGRID3
* xyz 0 1
N 0.0456 -0.7923 0.4877
O 0.2802 1.1702 -0.2267
Cl -1.2081 1.6680 -0.4831
H -0.1582 -1.1514 -0.4430
H 1.0405 -0.8944 0.6651
*
```

The energy of each structure relative to the most stable one, in kcal/mol, is as follows: one 0.0; two 46.4.